*one*
Below is a 2-piece molecular cluster, CH5S3 overall, with properties calculated with ωB97M-V/def2-TZVPD.

Geometry as XYZ:
```
9
Properties=species:S:1:pos:R:3
S 0.4390 -0.1173 3.2264
H 1.4334 0.6472 3.5891
C -0.2737 -0.5047 -1.9161
S -0.2825 -0.8422 -0.1526
S -0.4924 1.2582 0.3842
H -1.3454 -0.7354 -2.2715
H -0.1090 0.5841 -2.1394
H 0.5405 -1.1503 -2.4092
H 0.0901 0.8605 1.6891
```

For the LUMO energy, the calculation gives 3.434 eV. The highest occupied orbital energy is -3.29 eV. As for the total charge: -1.

=====

*two*
Below is a 2-piece molecular cluster, CH5S3 overall, with properties calculated with ωB97M-V/def2-TZVPD.

Geometry as XYZ:
```
9
Properties=species:S:1:pos:R:3
S -1.2530 -0.1588 -3.0231
H -1.2363 -0.5856 -1.7503
C 0.6367 -0.4268 1.6396
S 0.1135 1.0896 0.8125
S 1.7340 1.5888 -0.3829
H 0.5937 -1.2541 0.9592
H -0.0213 -0.6162 2.4881
H 1.6690 -0.3164 1.9563
H -2.2363 0.6794 -2.6996
```

For the LUMO energy, the calculation gives 3.458 eV. The highest occupied orbital energy is -2.07 eV. As for the total charge: -1.

=====

Most stable: *two* (next structure +0.417 eV)

=====

*one*
Below is C34H21ClN3O2S6Ta as an isolated structure, with properties calculated with ωB97M-V/def2-TZVPD.

Geometry as XYZ:
```
68
Properties=species:S:1:pos:R:3
Ta -0.3742 0.6703 -0.0136
S -2.8453 0.9102 -0.1711
C -3.4850 -0.5991 0.5066
C -4.5635 -1.2713 -0.0505
C -5.0462 -2.4299 0.5468
C -4.4654 -2.9238 1.7054
C -3.3885 -2.2556 2.2782
C -2.9097 -1.1138 1.6648
S -1.5559 -0.1432 2.2758
C -0.3943 -1.4366 2.7540
C 1.0178 -0.9731 2.5410
C 1.9781 -1.3205 3.4776
C 3.2942 -0.9656 3.2592
C 3.6137 -0.3116 2.0875
C 2.6151 -0.0080 1.1738
C 3.0394 0.5552 -0.1513
S 1.8382 1.7051 -0.8892
C 1.9594 1.2644 -2.6077
C 3.1574 1.5145 -3.2685
C 3.2832 1.2111 -4.6114
C 2.1884 0.6847 -5.2898
C 0.9910 0.4663 -4.6354
C 0.8456 0.7488 -3.2726
S -0.7202 0.4766 -2.5279
N 1.3206 -0.2942 1.4195
H -5.0120 -0.8922 -0.9595
H -5.8835 -2.9510 0.1010
H -4.8498 -3.8222 2.1694
H -2.9389 -2.6282 3.1905
H -0.5920 -2.3014 2.1183
H -0.5422 -1.7148 3.7950
H 1.6791 -1.8523 4.3693
H 4.0591 -1.2026 3.9865
H 4.6334 -0.0326 1.8638
H 3.1424 -0.2755 -0.8471
H 3.9976 1.0591 -0.0440
H 3.9871 1.9539 -2.7271
H 4.2151 1.3954 -5.1280
H 2.2693 0.4508 -6.3435
H 0.1414 0.0652 -5.1732
S -0.9375 2.9829 -0.9789
C -0.8312 4.1735 0.2934
C -1.3023 5.4661 0.0691
C -1.2012 6.4390 1.0511
C -1.6920 7.7635 0.7894
N -2.0941 8.8177 0.5731
C -0.6243 6.1222 2.2907
C -0.1616 4.8345 2.5188
C -0.2601 3.8652 1.5280
S 0.3583 2.2569 1.8318
C -0.5041 7.1081 3.3271
N -0.3920 7.8786 4.1721
H -1.7525 5.7147 -0.8827
H 0.2802 4.5890 3.4752
Cl 0.0539 -7.7320 -2.1713
C 0.0783 -6.0464 -1.7666
C -1.0323 -5.4792 -1.1604
C -1.0077 -4.1330 -0.8373
C 0.1208 -3.3701 -1.1195
C 1.2237 -3.9520 -1.7346
C 1.2081 -5.2962 -2.0606
C 0.1473 -1.9322 -0.7684
O 1.1145 -1.1946 -1.0196
O -0.8670 -1.4361 -0.1664
H -1.9011 -6.0878 -0.9525
H -1.8649 -3.6615 -0.3730
H 2.0857 -3.3382 -1.9594
H 2.0551 -5.7654 -2.5407
```

For the LUMO energy, the calculation gives -0.941 eV. The highest occupied orbital energy is -7.74 eV. As for the total charge: 0.

=====

*two*
Below is C34H21ClN3O2S6Ta as an isolated structure, with properties calculated with ωB97M-V/def2-TZVPD.

Geometry as XYZ:
```
68
Properties=species:S:1:pos:R:3
Ta -0.3444 -0.1411 0.5870
S -0.0483 -0.9399 2.9730
C 1.6639 -0.6417 3.2831
C 2.1309 -0.0465 4.4453
C 3.4924 0.1408 4.6326
C 4.3958 -0.2688 3.6657
C 3.9447 -0.8728 2.4986
C 2.5841 -1.0492 2.3118
S 1.8190 -1.8239 0.9014
C 3.1670 -1.7716 -0.3134
C 2.5910 -1.9647 -1.6838
C 3.3488 -1.7716 -2.8343
C 2.6933 -1.7875 -4.0511
C 1.3160 -1.9645 -4.0824
C 0.6543 -2.1780 -2.8834
C -0.8340 -2.2672 -2.7649
S -1.4693 -0.6976 -2.0565
C -2.9841 -1.3127 -1.3726
C -4.1963 -1.0303 -1.9850
C -5.3736 -1.5100 -1.4332
C -5.3204 -2.2754 -0.2767
C -4.1103 -2.5527 0.3352
C -2.9178 -2.0716 -0.2011
S -1.3894 -2.4350 0.6026
N 1.2944 -2.2196 -1.7194
H 1.4209 0.2884 5.1873
H 3.8472 0.6170 5.5353
H 5.4564 -0.1196 3.8129
H 4.6608 -1.2007 1.7604
H 3.8741 -2.5640 -0.0590
H 3.6841 -0.8133 -0.2579
H 4.4101 -1.5773 -2.7716
H 3.2432 -1.6276 -4.9685
H 0.7692 -1.9283 -5.0130
H -1.1066 -3.0623 -2.0708
H -1.3232 -2.4098 -3.7262
H -4.2108 -0.4287 -2.8828
H -6.3219 -1.2863 -1.8999
H -6.2342 -2.6513 0.1634
H -4.0771 -3.1320 1.2471
S 0.7446 1.8062 1.7466
C 2.2470 2.0554 0.8992
C 3.3189 2.6591 1.5512
C 4.5366 2.8185 0.9017
C 5.6396 3.3823 1.6151
N 6.5237 3.8370 2.1886
C 4.6808 2.3956 -0.4285
C 3.6050 1.8097 -1.0845
C 2.4024 1.6102 -0.4194
S 1.0694 0.8076 -1.2121
C 5.9251 2.5213 -1.1165
N 6.9120 2.5936 -1.6984
H 3.2141 2.9759 2.5785
H 3.7181 1.4776 -2.1076
Cl -8.3697 2.6327 -0.0253
C -6.6930 2.2268 0.1338
C -6.2993 1.3775 1.1573
C -4.9626 1.0455 1.2750
C -4.0394 1.5663 0.3751
C -4.4475 2.4244 -0.6452
C -5.7825 2.7592 -0.7692
C -2.6335 1.1493 0.4490
O -1.7504 1.5004 -0.3643
O -2.2616 0.3281 1.3606
H -7.0341 0.9832 1.8422
H -4.6273 0.3736 2.0509
H -3.7125 2.8117 -1.3360
H -6.1236 3.4197 -1.5528
```

For the LUMO energy, the calculation gives -1.662 eV. The highest occupied orbital energy is -7.86 eV. As for the total charge: 0.

=====

Most stable: *one* (next structure +0.590 eV)

=====

*one*
Below is a 2-piece molecular cluster, CH2FNOS overall, with properties calculated with ωB97M-V/def2-TZVPD.

Geometry as XYZ:
```
7
Properties=species:S:1:pos:R:3
C 1.4597 -1.0204 -0.9696
N 0.8369 -0.8276 -0.0047
O 2.1699 -1.0732 -1.8998
F 1.9197 1.2921 -0.5796
S -0.4097 -0.2359 0.9052
H 2.4770 1.4194 -1.1693
H -1.4068 -0.5049 0.0300
```

Its SMILES is O=C=NS.F. For the LUMO energy, the calculation gives 0.571 eV. The highest occupied orbital energy is -9.11 eV. As for the total charge: 0.

=====

*two*
Below is one molecule with the formula CH2FNOS, with properties calculated with ωB97M-V/def2-TZVPD.

Geometry as XYZ:
```
7
Properties=species:S:1:pos:R:3
C 0.9797 -0.0281 0.0008
N -0.3031 -0.2694 0.2459
O 1.4804 0.9352 -0.4546
F 1.7278 -1.2103 0.2166
S -1.5309 0.8688 0.3146
H -0.5379 -1.2847 0.5941
H -1.8161 0.9884 -0.9175
```

Its SMILES is O=C(F)NS. For the LUMO energy, the calculation gives 0.437 eV. The highest occupied orbital energy is -10.34 eV. As for the total charge: 0.

=====

Most stable: *two* (next structure +1.307 eV)